--- a ---
This record from the OMol25 dataset describes a single C3H6N2O molecule. The level of theory is the ωB97M-V functional and the def2-TZVPD basis.

Values from the calculation:
HOMO-LUMO gap in eV: 10.249
SMILES: [H]/N=C/N(C)C=O
LUMO energy in eV: 0.834

Last column: Mulliken charge in e.
Positions of all 12 atoms, in Å:
H -2.71 -0.38 -1.10  0.217
N -1.94 0.05 -0.60  -0.609
C -0.84 -0.59 -0.66  -0.017
N 0.27 0.03 -0.13  0.058
C 1.49 -0.62 0.32  -0.800
C -0.04 1.35 0.29  0.067
O 0.12 1.75 1.41  -0.491
H -0.68 -1.58 -1.11  0.328
H 2.36 -0.20 -0.19  0.268
H 1.45 -1.69 0.10  0.287
H 1.62 -0.49 1.40  0.314
H -0.43 1.97 -0.54  0.378

--- b ---
This record from the OMol25 dataset describes a single C3H6N2O molecule. The level of theory is the ωB97M-V functional and the def2-TZVPD basis.

Values from the calculation:
HOMO-LUMO gap in eV: 10.000
SMILES: C=CN(N)C=O
LUMO energy in eV: 0.844

Last column: Mulliken charge in e.
Positions of all 12 atoms, in Å:
C 2.16 -0.63 0.23  -0.809
C 1.35 0.29 -0.28  0.062
N -0.05 0.32 -0.04  0.194
N -0.71 1.51 0.20  -0.637
C -0.83 -0.83 -0.13  0.023
O -2.01 -0.88 0.02  -0.498
H 3.16 -0.76 -0.15  0.270
H 1.79 -1.38 0.96  0.269
H 1.65 1.09 -0.98  0.333
H -0.83 2.10 -0.64  0.227
H -0.21 2.02 0.91  0.262
H -0.22 -1.71 -0.34  0.305

Most stable: a (next structure +0.0344 hartree)

--- a ---
This record from the OMol25 dataset describes a single C3H6N2O molecule. The level of theory is the ωB97M-V functional and the def2-TZVPD basis.

Values from the calculation:
HOMO-LUMO gap in eV: 8.814
SMILES: NC=C=NCO
LUMO energy in eV: 0.666

Last column: Mulliken charge in e.
Positions of all 12 atoms, in Å:
N -1.30 -1.20 -1.15  -0.445
C -1.34 -0.42 0.01  -0.325
C -0.95 0.85 0.11  0.383
N -0.03 1.66 0.35  -0.533
C 1.14 0.63 0.64  -0.202
O 2.46 0.95 0.96  -0.510
H -2.14 -1.73 -1.32  0.221
H -1.05 -0.68 -1.98  0.240
H -1.68 -0.93 0.90  0.368
H 1.13 0.05 -0.27  0.218
H 0.73 0.14 1.52  0.244
H 3.03 0.67 0.23  0.342

--- b ---
This record from the OMol25 dataset describes a single C3H6N2O molecule. The level of theory is the ωB97M-V functional and the def2-TZVPD basis.

Values from the calculation:
HOMO-LUMO gap in eV: 10.039
SMILES: [H]/N=C(/C=C)NO
LUMO energy in eV: 0.563

Last column: Mulliken charge in e.
Positions of all 12 atoms, in Å:
H 1.23 1.71 -0.05  0.261
N 0.21 1.45 -0.07  -0.651
C 0.20 0.14 -0.16  0.493
C -1.05 -0.55 0.00  -0.203
C -2.28 0.00 -0.03  -0.650
N 1.35 -0.68 0.03  -0.197
O 2.63 -0.05 -0.08  -0.483
H -0.99 -1.68 0.11  0.219
H -3.19 -0.56 0.24  0.268
H -2.30 1.13 -0.10  0.294
H 1.37 -1.29 -0.82  0.283
H 2.82 0.37 0.93  0.367

--- c ---
This record from the OMol25 dataset describes 2 unconnected molecules or ions with the total composition C3H6N2O. The level of theory is the ωB97M-V functional and the def2-TZVPD basis.

Values from the calculation:
HOMO-LUMO gap in eV: 8.635
LUMO energy in eV: -0.849

Last column: Mulliken charge in e.
Positions of all 12 atoms, in Å:
N -1.63 -0.52 0.12  -0.549
C -0.99 0.62 -0.49  -0.691
C 1.62 0.26 0.60  -0.554
O 1.15 -0.84 1.14  -0.314
C 2.00 -0.03 -0.78  0.638
N 2.37 -0.08 -1.88  -0.367
H -1.98 -0.30 1.05  0.229
H -1.00 -1.31 0.20  0.249
H -0.66 0.35 -1.50  0.336
H -1.68 1.46 -0.56  0.324
H -0.10 1.01 0.05  0.266
H 0.91 -0.62 2.06  0.432

--- d ---
This record from the OMol25 dataset describes a single C3H6N2O molecule. The level of theory is the ωB97M-V functional and the def2-TZVPD basis.

Values from the calculation:
HOMO-LUMO gap in eV: 10.906
SMILES: N#C[C@@H](N)CO
LUMO energy in eV: 0.654

Last column: Mulliken charge in e.
Positions of all 12 atoms, in Å:
N 0.92 0.31 -2.57  -0.433
C 0.41 0.38 -1.52  0.100
C -0.35 0.52 -0.25  0.390
N -1.51 -0.34 -0.17  -0.625
C 0.54 0.26 0.97  -0.612
O 0.75 -1.13 1.14  -0.540
H -0.69 1.57 -0.20  0.198
H -2.00 -0.38 -1.06  0.261
H -1.20 -1.27 0.07  0.271
H 1.49 0.81 0.89  0.372
H 0.01 0.63 1.86  0.302
H 1.63 -1.37 0.84  0.316

Most stable: d (next structure +0.0906 hartree)

--- a ---
This record from the OMol25 dataset describes a single C3H6N2O molecule. The level of theory is the ωB97M-V functional and the def2-TZVPD basis.

Values from the calculation:
HOMO-LUMO gap in eV: 8.667
LUMO energy in eV: 0.458

Last column: Mulliken charge in e.
Positions of all 12 atoms, in Å:
N 0.16 -1.17 -0.49  -0.703
C -0.44 -0.15 0.39  0.315
C 0.14 1.20 -0.03  -0.586
O 1.78 0.77 0.09  -0.433
C -1.91 -0.03 0.25  0.071
N -3.05 0.07 0.12  -0.415
H -0.15 -2.11 -0.26  0.230
H -0.12 -0.97 -1.45  0.272
H -0.23 -0.49 1.42  0.237
H 2.04 1.22 -0.72  0.425
H 0.09 1.86 0.85  0.145
H 1.68 -0.20 -0.17  0.443

--- b ---
This record from the OMol25 dataset describes a single C3H6N2O molecule. The level of theory is the ωB97M-V functional and the def2-TZVPD basis.

Values from the calculation:
HOMO-LUMO gap in eV: 11.316
SMILES: N#C[C@@H](N)CO
LUMO energy in eV: 0.807

Last column: Mulliken charge in e.
Positions of all 12 atoms, in Å:
N 1.92 -1.45 0.56  -0.443
C 0.86 -1.06 0.32  0.186
C -0.43 -0.35 0.14  0.263
N -1.03 0.13 1.36  -0.612
C -0.10 0.78 -0.85  -0.582
O 0.65 0.25 -1.91  -0.513
H -1.12 -1.04 -0.35  0.271
H -1.34 -0.64 1.95  0.272
H -0.36 0.67 1.89  0.263
H -1.03 1.19 -1.23  0.307
H 0.44 1.58 -0.32  0.259
H 1.54 -0.06 -1.55  0.329

--- c ---
This record from the OMol25 dataset describes a molecular structure, C3H6N2O. The level of theory is the ωB97M-V functional and the def2-TZVPD basis.

Values from the calculation:
HOMO-LUMO gap in eV: 10.307
LUMO energy in eV: 0.186

Last column: Mulliken charge in e.
Positions of all 12 atoms, in Å:
C 0.02 -0.43 0.10  0.231
C -0.03 1.09 0.13  -0.626
N -1.02 -1.06 -0.50  -0.431
O -0.82 1.52 1.23  -0.510
C 1.61 -0.55 -1.12  -0.099
N 2.06 -1.42 -0.48  -0.390
H -0.27 1.54 2.03  0.329
H 0.32 -0.88 1.03  0.316
H -1.05 -2.07 -0.43  0.261
H -1.31 -0.71 -1.40  0.242
H 0.98 1.51 0.18  0.341
H -0.50 1.47 -0.77  0.335

--- d ---
This record from the OMol25 dataset describes a single C3H6N2O molecule. The level of theory is the ωB97M-V functional and the def2-TZVPD basis.

Values from the calculation:
HOMO-LUMO gap in eV: 10.048
SMILES: [H]/N=C(/C=C)NO
LUMO energy in eV: 0.749

Last column: Mulliken charge in e.
Positions of all 12 atoms, in Å:
H -1.00 1.89 0.00  0.262
N -0.05 1.54 -0.17  -0.635
C -0.18 0.27 -0.21  0.598
C 0.99 -0.61 -0.14  -0.275
C 2.16 0.00 0.22  -0.770
N -1.35 -0.51 -0.23  -0.208
O -2.55 0.01 0.37  -0.426
H 1.02 -1.68 -0.37  0.246
H 3.08 -0.46 0.47  0.287
H 2.21 1.05 0.40  0.292
H -1.15 -1.57 0.02  0.274
H -3.20 0.08 -0.36  0.354

Most stable: b (next structure +0.0709 hartree)